Record 1
{
  "formula": "C9H14",
  "method": "ωB97M-V with the def2-TZVPD basis set",
  "species": ["C", "C", "C", "C", "C", "C", "C", "H", "H", "H", "H", "H", "H", "H", "H", "C", "C", "H", "H", "H", "H", "H", "H"],
  "positions_angstrom": [[0.9720, -1.7180, -2.3489], [-0.1051, -0.9024, -1.6338], [-0.9895, -1.5842, -0.7934], [-1.5396, -0.8350, 0.3353], [-1.3649, 0.5229, 0.4746], [-0.7963, 1.3431, -0.4804], [-0.2647, 0.6844, -1.6019], [1.2756, -0.9813, -3.0129], [0.6431, -2.5242, -2.9549], [1.6692, -1.8636, -1.4728], [-1.1128, -2.5897, -0.7363], [-2.4145, -1.0894, 1.0018], [-1.6637, 1.0859, 1.3145], [-0.6967, 2.4347, -0.3400], [0.1313, 0.9999, -2.5086], [1.2009, 0.8414, 3.1642], [1.7650, 1.3385, 1.8487], [1.8473, 0.0099, 3.4950], [1.2464, 1.5805, 4.0047], [0.1766, 0.5073, 3.0359], [1.3040, 2.2544, 1.4800], [1.4611, 0.6899, 0.9691], [2.8655, 1.3414, 1.9379]],
  "forces_ev_per_a": [[-0.8637, 2.1784, 2.1900], [-2.8871, 1.9179, 1.7278], [0.4114, 4.8274, 2.2713], [-1.7735, 0.2821, -0.8092], [0.5089, 0.2920, -0.2579], [1.5555, -0.7698, -2.6040], [0.5511, -4.9162, 1.4962], [1.9307, 1.0490, -1.5014], [-0.3223, -1.1675, 0.1811], [-0.1927, -0.5010, -1.6412], [-0.1150, -2.9686, -0.3257], [1.4896, -1.0902, -0.5977], [-0.8965, -0.0833, 1.2276], [-0.3352, -0.7498, -0.3068], [0.8585, 1.7339, -1.0905], [0.4641, 0.0303, 0.7249], [-0.2297, -0.7623, -1.2869], [-0.5925, 0.0450, -0.0332], [-0.0968, -0.3529, -0.8640], [-0.1167, -0.1500, 0.2406], [0.5120, 0.5785, 0.5242], [0.6416, 0.0360, 1.2185], [-0.5018, 0.5410, -0.4836]],
  "mol_weight_g_mol": 122.2,
  "homo_lumo_gap_ev": 9.6,
  "e_homo_ev": -8.6,
  "smiles": "Cc1ccccc1.CC",
  "e_lumo_ha": 0.0365
}

Record 2
{
  "formula": "C17H21N3O3S",
  "method": "ωB97M-V with the def2-TZVPD basis set",
  "species": ["C", "C", "C", "C", "C", "O", "N", "C", "C", "C", "N", "N", "C", "C", "C", "C", "C", "C", "C", "C", "S", "O", "O", "C", "H", "H", "H", "H", "H", "H", "H", "H", "H", "H", "H", "H", "H", "H", "H", "H", "H", "H", "H", "H", "H"],
  "positions_angstrom": [[-0.1021, 5.9425, 0.4022], [0.7454, 4.8330, -0.2076], [0.2852, 3.4538, 0.2593], [1.1421, 2.3356, -0.3461], [0.6722, 0.9875, 0.1555], [1.1863, 0.3787, 1.0607], [-0.4269, 0.5203, -0.5263], [-1.1371, -0.6227, -0.1701], [-2.4964, -0.7733, 0.0388], [-2.6445, -2.1226, 0.4289], [-1.4789, -2.7353, 0.4667], [-0.5652, -1.8287, 0.0972], [0.7851, -2.2070, -0.0017], [1.5786, -1.7608, -1.0499], [2.8985, -2.1623, -1.1252], [3.4427, -3.0208, -0.1784], [4.8813, -3.4306, -0.2499], [2.6259, -3.4801, 0.8488], [1.3079, -3.0811, 0.9417], [-4.0074, -2.6231, 0.6639], [-4.9976, -1.2890, -0.1440], [-5.2508, -1.6401, -1.5124], [-6.1276, -0.9271, 0.6653], [-3.7111, 0.0451, -0.1023], [-0.0379, 5.9179, 1.4875], [-1.1462, 5.8280, 0.1187], [0.2409, 6.9156, 0.0601], [1.7902, 4.9776, 0.0734], [0.6846, 4.8858, -1.2973], [0.3499, 3.3983, 1.3477], [-0.7632, 3.3125, -0.0177], [2.1793, 2.4669, -0.0369], [1.0909, 2.3724, -1.4361], [-0.9114, 1.1569, -1.1425], [1.1676, -1.1099, -1.8068], [3.5140, -1.8067, -1.9389], [5.0097, -4.4544, 0.0939], [5.2611, -3.3472, -1.2651], [5.4815, -2.7841, 0.3909], [3.0313, -4.1546, 1.5886], [0.6703, -3.4349, 1.7356], [-4.2965, -2.6435, 1.7112], [-4.2141, -3.5746, 0.1850], [-3.9343, 0.6713, 0.7587], [-3.7733, 0.6153, -1.0251]],
  "forces_ev_per_a": [[0.1878, -0.0830, -0.1443], [-0.2701, -0.0578, 0.1887], [0.2926, 0.1231, -0.2333], [-0.0528, 0.0162, 0.2869], [0.2988, 0.4210, -0.1024], [-0.0144, 0.0477, 0.1916], [-0.3679, -0.1467, -0.3093], [-0.5011, -0.0932, 0.3745], [0.8243, -0.3793, -0.0071], [1.1324, 0.7287, -0.2959], [-0.4259, -0.8216, 0.2632], [-0.6735, 0.6370, -0.1820], [0.7876, -0.4254, -0.1177], [-0.2337, -0.0812, 0.0778], [0.0139, -0.0515, 0.1121], [-0.0395, -0.0119, -0.0405], [0.0185, 0.0556, 0.0600], [0.0040, 0.0786, -0.1247], [-0.1639, 0.1791, -0.0630], [-0.3116, 0.3729, -0.1391], [-0.3914, 0.1553, -0.0253], [0.3843, -0.1444, -0.2026], [0.1973, 0.0403, 0.3306], [-0.4137, -0.4389, 0.1641], [-0.0316, 0.0416, 0.1259], [-0.1265, 0.0304, 0.0000], [-0.0375, 0.1333, 0.0211], [0.0695, -0.0264, -0.0678], [0.0873, -0.0179, -0.0421], [-0.0724, -0.0292, 0.0409], [-0.0671, 0.0104, 0.0556], [-0.0260, -0.0800, -0.0520], [0.0348, 0.0054, -0.0436], [0.1660, -0.0725, 0.0283], [-0.0547, 0.0286, -0.0514], [0.0590, 0.0169, -0.0900], [0.0713, -0.0695, -0.0060], [0.0731, -0.0273, -0.0504], [0.1141, -0.0037, 0.0132], [0.0298, -0.0844, 0.0779], [-0.0488, -0.0319, 0.0819], [-0.0625, -0.0015, 0.0698], [-0.1803, 0.0001, -0.1159], [-0.0674, 0.0789, 0.0290], [-0.2121, -0.0219, -0.0866]],
  "mol_weight_g_mol": 347.4,
  "homo_lumo_gap_ev": 9.0,
  "e_homo_ev": -8.6,
  "smiles": "CCCCC(=O)Nc1c2c(nn1-c1ccc(C)cc1)CS(=O)(=O)C2",
  "e_lumo_ha": 0.0129
}

Record 3
{
  "formula": "C30H36IP",
  "method": "ωB97M-V with the def2-TZVPD basis set",
  "species": ["C", "C", "P", "I", "C", "C", "C", "C", "H", "H", "H", "H", "H", "H", "H", "H", "H", "H", "H", "H", "C", "C", "C", "C", "C", "C", "H", "H", "H", "H", "H", "H", "C", "C", "C", "C", "C", "C", "H", "H", "H", "H", "H", "H", "C", "C", "C", "C", "C", "C", "H", "H", "H", "H", "H", "H", "C", "C", "C", "C", "C", "C", "H", "H", "H", "H", "H", "H"],
  "positions_angstrom": [[-2.6611, 3.9640, 4.9309], [-2.1795, 3.5875, 3.7158], [-0.7090, 2.6632, 3.3754], [-0.5055, 0.8969, 5.0848], [-1.0225, 1.7100, 1.8198], [0.2772, 1.5630, 1.0036], [0.2211, 2.2310, -0.3802], [1.5494, 2.0078, -1.1172], [-3.0257, 3.2235, 5.6384], [-2.6905, 5.0005, 5.2544], [-2.6669, 3.9162, 2.7924], [-1.8124, 2.2217, 1.2637], [-1.3838, 0.7181, 2.0898], [1.1121, 2.0182, 1.5481], [0.5108, 0.5094, 0.8477], [-0.6302, 1.7973, -0.9082], [0.0549, 3.2980, -0.2092], [2.1879, 2.8874, -1.0260], [2.0997, 1.1783, -0.6695], [1.4026, 1.7851, -2.1736], [1.0598, -2.2941, 1.2082], [1.2377, -1.9335, 2.5380], [2.2401, -2.5319, 3.2891], [3.0621, -3.4920, 2.7152], [2.8803, -3.8572, 1.3888], [1.8808, -3.2565, 0.6359], [0.2813, -1.8297, 0.6140], [0.6031, -1.1873, 3.0008], [2.3794, -2.2477, 4.3246], [3.8441, -3.9565, 3.3023], [3.5162, -4.6104, 0.9412], [1.7400, -3.5397, -0.4004], [1.3728, 7.3271, -1.5867], [1.1116, 6.3619, -0.6240], [0.2870, 6.6604, 0.4524], [-0.2712, 7.9260, 0.5691], [0.0000, 8.8946, -0.3873], [0.8205, 8.5946, -1.4658], [2.0080, 7.0916, -2.4310], [1.5457, 5.3737, -0.7132], [0.0782, 5.9057, 1.2013], [-0.9179, 8.1571, 1.4060], [-0.4308, 9.8833, -0.2938], [1.0285, 9.3489, -2.2138], [-0.4895, -5.9013, -0.1779], [-0.1811, -6.0757, -1.5197], [-0.6813, -7.1693, -2.2134], [-1.4880, -8.0920, -1.5616], [-1.7901, -7.9227, -0.2171], [-1.2920, -6.8272, 0.4748], [-0.1031, -5.0430, 0.3562], [0.4515, -5.3560, -2.0248], [-0.4428, -7.3032, -3.2611], [-1.8805, -8.9443, -2.1015], [-2.4152, -8.6456, 0.2915], [-1.5285, -6.6938, 1.5227], [-0.4542, -0.6554, -4.2126], [-1.1016, -0.3445, -3.0250], [-1.4456, -1.3538, -2.1355], [-1.1476, -2.6768, -2.4366], [-0.5088, -2.9877, -3.6300], [-0.1595, -1.9771, -4.5154], [-0.1819, 0.1325, -4.9033], [-1.3392, 0.6863, -2.7954], [-1.9498, -1.1103, -1.2078], [-1.4151, -3.4655, -1.7442], [-0.2824, -4.0189, -3.8701], [0.3404, -2.2205, -5.4443]],
  "forces_ev_per_a": [[0.0268, -0.1771, -0.0629], [-0.9137, -0.6032, 0.2844], [-0.0820, -0.6184, -0.2425], [-0.1326, 0.0877, 0.0437], [0.2594, -0.3092, 0.1401], [-0.1529, 0.3152, -0.2835], [0.3068, -0.3018, 0.7158], [-0.1670, 0.1162, 0.0238], [1.4924, -0.1189, 0.6511], [-1.4663, 0.1623, -0.6356], [1.0954, 1.4074, -0.0689], [0.0557, 0.0097, -0.0489], [-0.2838, 0.0906, -0.0108], [0.0678, -0.2021, 0.0478], [0.0612, -0.0052, 0.1659], [0.0285, 0.2067, -0.1763], [-0.2478, 0.0043, -0.3083], [0.0353, -0.0121, -0.1007], [-0.0421, -0.0834, -0.1053], [0.0593, 0.0724, -0.0173], [-0.0015, -0.0111, 0.0344], [0.0045, -0.0040, -0.0010], [0.0036, 0.0014, 0.0056], [-0.0059, -0.0083, 0.0087], [0.0034, -0.0018, -0.0067], [0.0066, 0.0216, -0.0519], [-0.0050, -0.0154, -0.0076], [-0.0107, -0.0010, -0.0618], [-0.0023, 0.0053, -0.0032], [-0.0048, -0.0023, 0.0001], [0.0013, 0.0060, -0.0024], [0.0093, 0.0291, -0.0086], [0.0238, -0.0101, 0.0032], [-0.0440, -0.0241, 0.0097], [-0.0106, -0.0190, 0.0027], [0.0026, -0.0091, 0.0057], [-0.0138, 0.0000, -0.0039], [-0.0046, 0.0007, -0.0086], [0.0099, 0.0035, 0.0090], [0.0081, 0.0057, -0.0133], [0.0158, 0.0050, 0.0076], [0.0123, 0.0043, 0.0066], [-0.0020, -0.0032, -0.0008], [-0.0012, -0.0017, 0.0011], [-0.0154, 0.0115, 0.0180], [0.0081, -0.0147, -0.0142], [0.0011, 0.0010, 0.0026], [0.0008, 0.0008, 0.0000], [0.0007, -0.0002, 0.0004], [-0.0136, 0.0005, -0.0193], [0.0036, -0.0288, 0.0416], [0.0093, -0.0059, 0.0061], [0.0024, -0.0031, 0.0027], [0.0038, -0.0007, 0.0025], [-0.0022, 0.0031, -0.0030], [-0.0006, 0.0015, -0.0023], [-0.0044, 0.0019, -0.0037], [0.0099, 0.0013, 0.0200], [0.0281, 0.0033, -0.0003], [0.0016, 0.0146, 0.0212], [0.0126, 0.0282, 0.0319], [0.0093, -0.0169, -0.0155], [-0.0073, -0.0018, -0.0016], [-0.0057, 0.0012, -0.0020], [-0.0080, -0.0021, -0.0066], [-0.0131, -0.0060, -0.0142], [-0.0180, -0.0011, -0.0040], [0.0015, 0.0000, 0.0036]],
  "mol_weight_g_mol": 554.5,
  "homo_lumo_gap_ev": 7.6,
  "e_homo_ev": -8.1,
  "smiles": "C=CP(I)CCCC.c1ccccc1.c1ccccc1.c1ccccc1.c1ccccc1",
  "e_lumo_ha": -0.0175
}